Density functional theory data (ωB97M-V/def2-TZVPD) for an isolated ion of composition C2H4O3P and charge -1.

The geometry in XYZ format:
```
10
C2H4O3P, DFT ωB97M-V/def2-TZVPD
O -2.83 0.69 0.11
C -1.85 -0.05 -0.04
O -1.42 -1.18 0.39
C -0.54 -0.32 -0.44
P 1.19 0.16 0.26
O 1.89 -1.07 -0.01
H -0.35 -0.52 -1.54
H 1.25 1.00 -1.23
H 2.16 1.06 0.99
H 0.51 0.23 1.52
```

Computed properties:
LUMO level	4.0	eV
maximum force	0.0836	Eh/bohr
Kohn-Sham gap	8.0	eV
charge	-1
E_tot	-645.59722	a.u.
multiplicity	1
ΔE to the lowest compared entry with this formula, charge and spin	544.0	kJ/mol

The net atomic charges from natural (NBO), expressed in e, are: atom 1 (O): -0.627, atom 2 (C): 0.746, atom 3 (O): -0.474, atom 4 (C): -0.360, atom 5 (P): 1.396, atom 6 (O): -1.194, atom 7 (H): 0.187, atom 8 (H): -0.260, atom 9 (H): -0.204, atom 10 (H): -0.211



Density functional theory data (ωB97M-V/def2-TZVPD) for the molecule C18H17N5O4.

The geometry in XYZ format:
```
44
C18H17N5O4, DFT ωB97M-V/def2-TZVPD
C -1.65 4.19 -2.20
C -1.45 3.48 -0.87
C -2.76 3.34 -0.14
C -0.25 3.10 -0.35
C 1.08 3.36 -1.06
O 2.17 2.45 -0.71
C 1.83 1.08 -0.49
C 1.42 0.37 -1.70
C 0.87 -0.86 -1.66
C 0.77 -1.51 -0.43
C -0.17 -2.61 -0.41
N -1.31 -2.61 -1.05
C -2.17 -3.66 -0.77
C -1.81 -4.73 0.00
C -2.83 -5.64 0.37
O -3.81 -5.65 -0.30
O -2.76 -6.33 1.60
C -0.51 -4.89 0.38
O -0.06 -5.74 1.10
N 0.28 -3.73 0.31
C 1.34 -0.97 0.73
C 1.79 0.40 0.70
N 2.31 0.92 1.92
C 3.33 1.81 2.02
C 3.78 1.54 3.26
N 3.15 0.42 3.88
N 2.25 0.22 3.13
H -0.72 4.27 -2.85
H -2.33 3.66 -2.85
H -2.09 5.18 -1.98
H -3.41 2.74 -0.69
H -3.23 4.34 -0.14
H -2.66 3.08 0.94
H -0.25 2.65 0.59
H 1.32 4.41 -0.84
H 0.97 3.19 -2.16
H 1.48 1.01 -2.58
H 0.40 -1.39 -2.50
H -3.17 -3.71 -1.28
H -1.88 -6.38 1.90
H 1.21 -3.73 0.58
H 1.26 -1.53 1.65
H 3.61 2.39 1.20
H 4.66 2.03 3.76
```

Computed properties:
LUMO level	-0.8	eV
maximum force	0.1775	Eh/bohr
Kohn-Sham gap	8.5	eV
charge	0
E_tot	-1270.73563	a.u.
multiplicity	1
ΔE to the lowest compared entry with this formula, charge and spin	313.6	kJ/mol

The net atomic charges from natural (NBO), expressed in e, are: atom 1 (C): -0.663, atom 2 (C): 0.068, atom 3 (C): -0.641, atom 4 (C): -0.269, atom 5 (C): -0.087, atom 6 (O): -0.543, atom 7 (C): 0.270, atom 8 (C): -0.211, atom 9 (C): -0.174, atom 10 (C): -0.125, atom 11 (C): 0.492, atom 12 (N): -0.506, atom 13 (C): 0.181, atom 14 (C): -0.374, atom 15 (C): 0.780, atom 16 (O): -0.553, atom 17 (O): -0.680, atom 18 (C): 0.633, atom 19 (O): -0.624, atom 20 (N): -0.561, atom 21 (C): -0.196, atom 22 (C): 0.168, atom 23 (N): -0.249, atom 24 (C): -0.069, atom 25 (C): -0.159, atom 26 (N): -0.150, atom 27 (N): -0.032, atom 28 (H): 0.213, atom 29 (H): 0.223, atom 30 (H): 0.224, atom 31 (H): 0.221, atom 32 (H): 0.211, atom 33 (H): 0.221, atom 34 (H): 0.209, atom 35 (H): 0.213, atom 36 (H): 0.180, atom 37 (H): 0.228, atom 38 (H): 0.242, atom 39 (H): 0.246, atom 40 (H): 0.501, atom 41 (H): 0.419, atom 42 (H): 0.253, atom 43 (H): 0.254, atom 44 (H): 0.215



Density functional theory data (ωB97M-V/def2-TZVPD) for a 13-piece molecular cluster, C64H160N6O26 overall.

The geometry in XYZ format:
```
256
C64H160N6O26, DFT ωB97M-V/def2-TZVPD
C 17.53 10.40 21.07
O 18.44 10.80 22.11
C 17.86 11.80 22.91
C 18.96 12.26 23.85
O 20.18 12.74 23.16
C 20.01 13.93 22.41
H 17.37 11.25 20.41
H 16.61 10.03 21.52
H 17.90 9.53 20.52
H 17.01 11.35 23.43
H 17.53 12.69 22.38
H 19.27 11.42 24.47
H 18.53 13.01 24.51
H 20.91 14.48 22.14
H 19.44 14.68 22.97
H 19.48 13.74 21.48
C 24.51 12.28 15.30
O 25.21 11.01 15.29
C 26.42 11.05 16.00
C 26.35 11.17 17.50
O 25.75 12.36 17.93
C 25.46 12.43 19.37
H 23.81 12.15 14.47
H 25.15 13.11 15.01
H 23.98 12.45 16.23
H 27.06 11.76 15.47
H 26.84 10.08 15.72
H 27.34 11.17 17.96
H 25.78 10.31 17.84
H 24.73 11.65 19.58
H 24.98 13.40 19.55
H 26.36 12.21 19.94
C 21.71 14.00 19.16
O 21.45 15.16 19.88
C 20.92 16.28 19.11
C 19.36 16.15 19.08
O 18.96 15.24 18.04
C 17.56 15.16 17.92
H 20.85 13.44 18.79
H 22.34 13.29 19.70
H 22.28 14.28 18.27
H 21.36 16.45 18.13
H 21.04 17.21 19.67
H 18.95 17.16 19.03
H 18.95 15.77 20.02
H 17.10 16.01 17.42
H 16.96 14.99 18.81
H 17.42 14.30 17.25
C 24.85 15.43 21.38
O 24.99 16.36 22.39
C 25.94 15.99 23.37
C 26.12 17.07 24.37
O 26.63 18.25 23.82
C 27.31 19.14 24.73
H 23.97 15.65 20.77
H 24.59 14.46 21.80
H 25.75 15.34 20.77
H 26.87 15.74 22.87
H 25.55 15.11 23.87
H 26.82 16.75 25.15
H 25.18 17.24 24.89
H 26.63 19.69 25.38
H 27.92 19.87 24.19
H 28.02 18.62 25.38
C 21.49 9.36 22.45
O 22.06 9.51 21.16
C 21.15 10.21 20.30
C 21.70 10.47 18.89
O 21.69 9.23 18.12
C 21.91 9.43 16.72
H 21.02 10.28 22.81
H 22.12 8.90 23.21
H 20.59 8.74 22.43
H 20.94 11.16 20.79
H 20.20 9.68 20.24
H 22.73 10.83 18.94
H 21.07 11.26 18.48
H 22.92 9.77 16.46
H 21.19 9.97 16.11
H 21.85 8.47 16.21
C 16.60 15.44 14.40
O 15.54 15.45 15.37
C 14.57 14.45 15.07
C 13.13 14.94 15.40
O 12.70 15.96 14.46
C 11.33 16.35 14.55
H 17.09 14.48 14.19
H 17.24 16.28 14.65
H 16.20 15.74 13.43
H 14.73 13.52 15.62
H 14.54 14.29 14.00
H 13.06 15.43 16.37
H 12.40 14.12 15.44
H 10.99 17.22 13.98
H 11.19 16.52 15.62
H 10.67 15.50 14.38
C 18.36 11.38 16.69
O 17.44 10.67 17.59
C 16.46 9.85 16.92
C 15.82 9.03 18.07
O 15.14 9.97 18.92
C 14.35 9.32 19.88
H 18.93 10.69 16.07
H 19.03 12.00 17.30
H 17.89 12.13 16.05
H 16.90 9.18 16.19
H 15.74 10.42 16.34
H 16.66 8.50 18.52
H 15.12 8.25 17.75
H 13.56 8.78 19.37
H 13.89 10.00 20.60
H 14.91 8.62 20.50
C 25.19 16.02 17.16
O 25.21 16.75 15.93
C 26.52 16.96 15.45
C 27.29 15.72 14.86
N 26.95 15.41 13.48
C 27.81 14.32 13.10
C 29.32 14.67 13.10
O 30.01 14.59 14.37
C 31.37 14.86 14.34
H 25.53 14.99 17.06
H 24.11 16.02 17.35
H 25.66 16.52 18.00
H 27.18 17.40 16.20
H 26.44 17.74 14.69
H 27.29 14.86 15.53
H 28.29 16.16 14.93
H 25.98 15.15 13.35
H 27.59 13.88 12.13
H 27.63 13.44 13.72
H 29.39 15.70 12.74
H 29.86 14.24 12.26
H 31.79 15.78 13.92
H 32.01 14.05 14.00
H 31.59 14.89 15.41
C 12.69 23.31 16.22
O 13.34 22.15 15.93
C 12.46 21.13 15.52
C 13.18 19.84 15.43
N 13.73 19.36 16.68
C 14.38 18.08 16.61
C 14.34 17.48 18.02
O 15.27 18.12 18.80
C 15.26 17.70 20.21
H 11.80 23.13 16.84
H 12.47 23.92 15.35
H 13.38 23.88 16.84
H 12.09 21.35 14.52
H 11.60 21.09 16.20
H 13.95 19.83 14.67
H 12.47 19.10 15.05
H 14.49 20.02 16.79
H 15.37 18.23 16.19
H 13.89 17.39 15.91
H 14.71 16.45 17.97
H 13.35 17.61 18.44
H 16.06 18.01 20.88
H 15.10 16.62 20.31
H 14.34 18.03 20.67
C 16.61 23.20 17.21
O 17.92 23.14 17.87
C 19.01 23.68 17.11
C 20.30 23.18 17.78
N 20.55 21.70 17.59
C 21.59 21.40 18.62
C 22.04 19.92 18.36
O 23.13 19.82 17.56
C 22.80 19.46 16.23
H 15.78 22.71 17.71
H 16.68 22.84 16.18
H 16.34 24.25 17.10
H 18.91 24.76 17.15
H 18.95 23.33 16.07
H 20.02 23.41 18.81
H 21.18 23.76 17.52
H 19.69 21.22 17.82
H 21.12 21.46 19.60
H 22.47 22.01 18.45
H 21.22 19.25 18.11
H 22.32 19.55 19.35
H 22.13 18.61 16.39
H 23.60 19.04 15.63
H 22.27 20.24 15.69
C 27.46 22.97 23.15
O 26.35 22.55 23.87
C 25.33 21.84 23.16
C 24.27 21.34 24.21
N 23.06 20.74 23.59
C 23.25 19.44 22.94
C 22.01 19.00 22.13
O 21.02 18.59 22.99
C 19.98 17.89 22.34
H 27.14 23.54 22.28
H 28.13 22.13 22.96
H 28.04 23.65 23.78
H 25.74 20.96 22.66
H 24.81 22.48 22.45
H 23.93 22.28 24.64
H 24.71 20.68 24.95
H 22.44 20.59 24.37
H 23.46 18.73 23.74
H 24.12 19.37 22.29
H 22.34 18.11 21.58
H 21.63 19.72 21.42
H 19.19 17.60 23.03
H 20.33 16.96 21.88
H 19.50 18.51 21.59
C 17.99 20.14 19.23
O 18.86 19.62 18.24
C 18.05 19.06 17.22
C 19.00 18.67 16.08
N 19.56 19.76 15.36
C 18.59 20.58 14.69
C 17.73 19.95 13.57
O 16.58 19.27 14.09
C 15.78 18.70 13.01
H 17.41 20.99 18.87
H 18.51 20.46 20.14
H 17.16 19.50 19.50
H 17.19 19.63 16.85
H 17.52 18.17 17.56
H 18.35 18.11 15.41
H 19.83 18.05 16.42
H 20.08 20.34 16.00
H 19.15 21.31 14.12
H 18.00 21.12 15.44
H 18.31 19.34 12.88
H 17.40 20.75 12.91
H 14.94 18.13 13.43
H 16.30 17.98 12.37
H 15.28 19.52 12.49
C 20.69 14.82 15.45
O 21.56 15.02 14.35
C 22.88 15.41 14.65
C 23.54 15.68 13.32
N 24.04 14.53 12.61
C 24.59 14.75 11.30
C 24.88 13.38 10.69
O 23.62 12.76 10.34
C 23.66 11.68 9.47
H 20.16 15.74 15.69
H 21.21 14.47 16.34
H 20.00 14.02 15.19
H 23.40 14.68 15.27
H 22.78 16.37 15.16
H 24.39 16.33 13.55
H 22.89 16.31 12.72
H 23.24 13.91 12.58
H 25.59 15.19 11.29
H 23.94 15.35 10.66
H 25.34 12.68 11.38
H 25.57 13.49 9.85
H 24.00 11.93 8.46
H 22.66 11.28 9.32
H 24.31 10.88 9.80
```

Computed properties:
LUMO level	0.4	eV
maximum force	0.0740	Eh/bohr
Kohn-Sham gap	8.7	eV
charge	0
E_tot	-4818.48414	a.u.
multiplicity	1

Atomic partial charges in e from the Löwdin method, atoms 1 to 99: atom 1 (C): -0.072, atom 2 (O): -0.199, atom 3 (C): -0.234, atom 4 (C): -0.151, atom 5 (O): -0.183, atom 6 (C): -0.117, atom 7 (H): 0.094, atom 8 (H): 0.073, atom 9 (H): 0.081, atom 10 (H): 0.128, atom 11 (H): 0.116, atom 12 (H): 0.122, atom 13 (H): 0.118, atom 14 (H): 0.076, atom 15 (H): 0.081, atom 16 (H): 0.078, atom 17 (C): -0.091, atom 18 (O): -0.185, atom 19 (C): -0.211, atom 20 (C): -0.216, atom 21 (O): -0.226, atom 22 (C): -0.037, atom 23 (H): 0.086, atom 24 (H): 0.071, atom 25 (H): 0.076, atom 26 (H): 0.110, atom 27 (H): 0.128, atom 28 (H): 0.127, atom 29 (H): 0.128, atom 30 (H): 0.071, atom 31 (H): 0.062, atom 32 (H): 0.092, atom 33 (C): -0.119, atom 34 (O): -0.203, atom 35 (C): -0.128, atom 36 (C): -0.160, atom 37 (O): -0.186, atom 38 (C): -0.093, atom 39 (H): 0.073, atom 40 (H): 0.083, atom 41 (H): 0.072, atom 42 (H): 0.116, atom 43 (H): 0.091, atom 44 (H): 0.103, atom 45 (H): 0.115, atom 46 (H): 0.064, atom 47 (H): 0.090, atom 48 (H): 0.077, atom 49 (C): -0.135, atom 50 (O): -0.176, atom 51 (C): -0.202, atom 52 (C): -0.230, atom 53 (O): -0.176, atom 54 (C): -0.076, atom 55 (H): 0.080, atom 56 (H): 0.088, atom 57 (H): 0.087, atom 58 (H): 0.130, atom 59 (H): 0.130, atom 60 (H): 0.122, atom 61 (H): 0.124, atom 62 (H): 0.074, atom 63 (H): 0.079, atom 64 (H): 0.082, atom 65 (C): -0.105, atom 66 (O): -0.163, atom 67 (C): -0.182, atom 68 (C): -0.160, atom 69 (O): -0.161, atom 70 (C): -0.103, atom 71 (H): 0.061, atom 72 (H): 0.087, atom 73 (H): 0.079, atom 74 (H): 0.111, atom 75 (H): 0.112, atom 76 (H): 0.105, atom 77 (H): 0.093, atom 78 (H): 0.073, atom 79 (H): 0.066, atom 80 (H): 0.083, atom 81 (C): -0.079, atom 82 (O): -0.203, atom 83 (C): -0.167, atom 84 (C): -0.172, atom 85 (O): -0.227, atom 86 (C): -0.100, atom 87 (H): 0.089, atom 88 (H): 0.078, atom 89 (H): 0.075, atom 90 (H): 0.121, atom 91 (H): 0.122, atom 92 (H): 0.105, atom 93 (H): 0.122, atom 94 (H): 0.088, atom 95 (H): 0.080, atom 96 (H): 0.080, atom 97 (C): -0.062, atom 98 (O): -0.193, atom 99 (C): -0.186